Record 1
Computed, not measured: a cluster of 13 separate species, C36H98BClIO14 in total, with ωB97M-V/def2-TZVPD.

Results
- E_tot (eV) = -88886.22561
- E_HOMO (eV) = -4.928
- net charge = -1
- LUMO (eV) = 1.635

Structure (XYZ):
```
151
C36H98BClIO14 | the OMol25 dataset | ωB97M-V/def2-TZVPD
C -2.4172 1.5661 0.5428
C -3.0030 2.9199 -0.0420
O -2.6234 2.9708 -1.4017
B -3.3602 3.9253 -2.2358
Cl -2.0814 4.6034 -3.4808
I -4.1774 5.7024 -1.1753
C -4.5543 3.2735 -3.1426
C -5.5886 2.3984 -2.3707
C -5.0526 0.9869 -1.9615
C -6.1105 -0.1497 -2.1158
C -6.0698 -0.8532 -3.5259
C -5.3202 -2.2403 -3.4850
C -3.8966 -2.0731 -4.0916
C -3.2190 -3.4362 -4.4530
C -1.8861 -3.2033 -5.2419
O -1.1808 -2.1463 -4.6048
C -1.1044 -0.9678 -5.3874
H -1.7201 1.0932 -0.1625
H -1.8514 1.7748 1.4728
H -3.2572 0.8923 0.7806
H -4.0950 2.8652 0.1158
H -2.5355 3.7232 0.5641
H -5.1229 4.1342 -3.5659
H -4.1235 2.7537 -4.0249
H -6.4510 2.2123 -3.0556
H -6.0214 2.9542 -1.5156
H -4.1202 0.7337 -2.4997
H -4.8129 1.0352 -0.8808
H -5.8273 -0.9369 -1.3810
H -7.1313 0.1648 -1.8273
H -5.5690 -0.1728 -4.2336
H -7.1184 -1.0578 -3.8105
H -5.8935 -2.9353 -4.1389
H -5.3276 -2.6919 -2.4705
H -3.2598 -1.5724 -3.3390
H -3.9766 -1.4413 -4.9976
H -3.0136 -3.9973 -3.5193
H -3.9207 -4.0525 -5.0463
H -1.2699 -4.1164 -5.1475
H -2.1326 -3.0182 -6.3025
H -1.8764 -0.8916 -6.1714
H -1.2479 -0.1054 -4.7041
H -0.0943 -0.8268 -5.8303
C 2.2383 -4.7305 -5.2071
C 1.6297 -6.1161 -5.3084
O 0.3192 -6.0530 -5.8674
H 1.6129 -4.0812 -4.5913
H 3.2369 -4.7749 -4.7702
H 2.3067 -4.2647 -6.1952
H 1.5436 -6.5677 -4.3202
H 2.2507 -6.7684 -5.9328
H 0.3947 -5.6634 -6.7416
C -4.3225 9.5863 -4.2065
C -3.6142 10.2236 -3.0261
O -4.4066 10.1285 -1.8481
H -5.2863 10.0702 -4.3791
H -3.7207 9.6653 -5.1147
H -4.5221 8.5303 -4.0107
H -3.4330 11.2831 -3.2144
H -2.6507 9.7359 -2.8456
H -4.5544 9.1934 -1.6818
C -0.4993 -1.8269 -1.7158
C -0.4764 -1.9416 -0.2031
O -1.7365 -1.5569 0.3449
H -0.7285 -0.8035 -2.0188
H 0.4626 -2.1142 -2.1459
H -1.2759 -2.4665 -2.1403
H 0.2847 -1.2864 0.2189
H -0.2552 -2.9713 0.1065
H -2.4050 -2.1404 -0.0229
C 7.1954 -4.4937 -3.7962
C 6.5695 -5.8711 -3.9064
O 5.2626 -5.7877 -4.4729
H 6.5757 -3.8415 -3.1789
H 8.1930 -4.5508 -3.3566
H 7.2738 -4.0250 -4.7807
H 6.4762 -6.3260 -2.9204
H 7.1843 -6.5270 -4.5318
H 5.3503 -5.3958 -5.3458
C 3.6735 1.3774 1.3940
C 2.2040 1.0017 1.3878
O 2.0500 -0.4190 1.3318
H 4.1712 0.9931 0.5001
H 3.7982 2.4612 1.4285
H 4.1805 0.9409 2.2569
H 1.7047 1.4227 0.5151
H 1.7046 1.3778 2.2837
H 2.4808 -0.7890 2.1053
C -1.3137 2.6512 5.5702
C 0.0231 2.6548 4.8518
O -0.1717 2.5704 3.4435
H -1.8717 1.7440 5.3313
H -1.1785 2.7071 6.6512
H -1.9266 3.4982 5.2508
H 0.6227 1.7991 5.1557
H 0.5858 3.5672 5.0802
H -0.6934 3.3322 3.1741
C -5.4383 -1.9987 2.0509
C -6.0610 -3.2080 1.3799
O -5.3391 -3.5504 0.2003
H -5.4303 -1.1467 1.3679
H -5.9907 -1.7227 2.9520
H -4.4016 -2.1993 2.3259
H -7.0898 -2.9961 1.0869
H -6.0651 -4.0699 2.0568
H -4.4354 -3.7458 0.4598
C 6.1812 4.3769 4.3502
C 4.7181 3.9751 4.3436
O 4.5828 2.5573 4.2972
H 6.6850 3.9942 3.4628
H 6.2894 5.4629 4.3751
H 6.6956 3.9555 5.2161
H 4.2139 4.3802 3.4661
H 4.2084 4.3513 5.2375
H 5.0161 2.1985 5.0750
C 1.4566 3.1046 9.4517
C 0.8461 1.9287 8.7126
O 1.5765 1.6443 7.5225
H 1.4689 3.9902 8.8143
H 0.8943 3.3321 10.3596
H 2.4932 2.8919 9.7269
H -0.1789 2.1523 8.4229
H 0.8375 1.0350 9.3460
H 2.4775 1.4371 7.7807
C 9.7101 6.7314 3.4416
C 10.0302 5.6616 4.4686
O 9.1657 4.5396 4.3174
H 8.6735 7.0571 3.5407
H 10.3640 7.5977 3.5604
H 9.8285 6.3411 2.4275
H 9.8910 6.0483 5.4783
H 11.0684 5.3269 4.3681
H 9.2943 4.1912 3.4317
C 4.3493 -9.1073 -3.6476
C 5.4395 -10.0958 -4.0141
O 6.5305 -10.0113 -3.0991
H 4.7402 -8.0892 -3.6478
H 3.5171 -9.1641 -4.3521
H 3.9705 -9.3054 -2.6410
H 5.8295 -9.8831 -5.0095
H 5.0527 -11.1207 -4.0075
H 6.1902 -10.2089 -2.2236
C -3.5270 -1.1257 6.4056
C -4.1332 -2.3391 5.7258
O -3.4012 -2.6796 4.5536
H -3.5160 -0.2736 5.7244
H -4.0917 -0.8543 7.3003
H -2.4904 -1.3211 6.6925
H -5.1597 -2.1330 5.4224
H -4.1403 -3.2002 6.4035
H -2.4983 -2.8713 4.8187
```

Atomic partial charges in e from the Löwdin method, atoms 1 to 99:
1. C -0.060
2. C -0.353
3. O -0.184
4. B -1.563
5. Cl 0.384
6. I 0.693
7. C -0.280
8. C -0.224
9. C -0.193
10. C -0.200
11. C -0.188
12. C -0.197
13. C -0.206
14. C -0.166
15. C -0.224
16. O -0.241
17. C -0.112
18. H 0.064
19. H 0.049
20. H 0.049
21. H 0.082
22. H 0.083
23. H 0.066
24. H 0.081
25. H 0.098
26. H 0.093
27. H 0.116
28. H 0.081
29. H 0.081
30. H 0.103
31. H 0.100
32. H 0.094
33. H 0.099
34. H 0.096
35. H 0.107
36. H 0.111
37. H 0.108
38. H 0.106
39. H 0.099
40. H 0.116
41. H 0.083
42. H 0.096
43. H 0.085
44. C -0.079
45. C -0.316
46. O -0.093
47. H 0.076
48. H 0.046
49. H 0.077
50. H 0.113
51. H 0.103
52. H 0.076
53. C -0.095
54. C -0.330
55. O -0.098
56. H 0.070
57. H 0.069
58. H 0.071
59. H 0.104
60. H 0.110
61. H 0.048
62. C -0.082
63. C -0.301
64. O -0.090
65. H 0.080
66. H 0.075
67. H 0.054
68. H 0.084
69. H 0.105
70. H 0.062
71. C -0.090
72. C -0.317
73. O -0.110
74. H 0.079
75. H 0.073
76. H 0.073
77. H 0.112
78. H 0.111
79. H 0.080
80. C -0.096
81. C -0.293
82. O -0.096
83. H 0.072
84. H 0.068
85. H 0.057
86. H 0.120
87. H 0.092
88. H 0.076
89. C -0.074
90. C -0.316
91. O -0.090
92. H 0.069
93. H 0.047
94. H 0.078
95. H 0.097
96. H 0.110
97. H 0.080
98. C -0.084
99. C -0.312

=====

Record 2
Computed, not measured: a cluster of 9 separate species, C36H99N9O9 in total, with ωB97M-V/def2-TZVPD.

Results
- E_tot (eV) = -70767.96124
- SMILES = COC[C@H](C)N.COC[C@H](C)N.COC[C@H](C)N.COC[C@H](C)N.COC[C@H](C)N.COC[C@H](C)N.COC[C@H](C)N.COC[C@H](C)N.COC[C@H](C)N
- E_HOMO (eV) = -8.513
- net charge = 0
- LUMO (eV) = 0.534

Structure (XYZ):
```
153
C36H99N9O9 | the OMol25 dataset | ωB97M-V/def2-TZVPD
C 0.9736 1.9478 -4.9326
O 0.2433 2.3058 -6.1355
C -0.4440 1.0933 -6.5632
C -1.6115 1.3195 -7.5013
C -2.5379 2.4164 -7.0058
N -2.4374 0.1604 -7.6821
H 1.6130 2.7617 -4.5911
H 1.6092 1.0779 -5.0978
H 0.3281 1.7350 -4.0804
H 0.3777 0.6049 -7.0871
H -0.5889 0.3710 -5.7598
H -1.2088 1.5133 -8.4954
H -1.9192 3.2380 -6.6447
H -3.0936 2.1079 -6.1203
H -3.1212 2.7807 -7.8514
H -2.7947 -0.0003 -6.7512
H -1.7069 -0.5370 -7.6768
C 0.1394 -1.5818 -4.0828
O 1.0362 -1.9327 -5.1403
C 2.3000 -2.5142 -4.6963
C 2.2712 -3.9919 -4.3236
C 3.6053 -4.4616 -3.8244
N 1.9646 -4.8743 -5.4259
H 0.4461 -0.6359 -3.6364
H 0.1307 -2.3695 -3.3294
H -0.8707 -1.5580 -4.4916
H 2.9847 -2.3734 -5.5327
H 2.6607 -1.9043 -3.8680
H 1.5469 -4.1712 -3.5291
H 4.4409 -4.3486 -4.5151
H 3.6599 -5.5035 -3.5087
H 3.8170 -3.9123 -2.9070
H 1.0979 -4.5494 -5.8300
H 2.6671 -4.6137 -6.1031
C 3.7673 -0.1951 2.3771
O 5.0083 0.1034 1.6828
C 5.1707 1.4658 1.4159
C 6.4676 1.6647 0.5867
C 7.7205 1.2919 1.4177
N 6.5457 3.0598 0.0686
H 3.6408 0.4624 3.2372
H 3.7244 -1.2100 2.7724
H 2.9297 0.0469 1.7229
H 4.2778 1.8179 0.8993
H 5.2068 2.1095 2.2948
H 6.3043 1.1210 -0.3438
H 8.7218 1.6255 1.1453
H 7.6293 0.2362 1.6733
H 7.5847 1.7624 2.3914
H 6.7595 3.7411 0.7830
H 5.6790 3.2623 -0.4088
C -2.4314 3.2624 -2.2300
O -1.4090 3.9510 -1.5587
C -0.4634 4.5532 -2.3996
C 0.6125 5.2247 -1.5900
C 0.0557 6.3474 -0.7040
N 1.5696 5.8200 -2.4766
H -2.8473 3.6578 -3.1567
H -3.3300 3.3955 -1.6276
H -2.2212 2.2067 -2.4017
H -0.0701 3.9019 -3.1802
H -0.9704 5.2750 -3.0400
H 1.0658 4.5330 -0.8801
H 0.9025 6.9795 -0.4368
H -0.3654 5.9725 0.2288
H -0.7282 6.9906 -1.1039
H 1.0662 6.5615 -2.9422
H 2.2995 6.2727 -1.9452
C 1.4014 -4.4377 2.6286
O 1.3252 -5.4823 3.6302
C 1.1148 -5.0308 4.9930
C 1.2997 -6.1890 6.0329
C -0.0025 -7.0141 6.0775
N 1.7791 -5.7890 7.3265
H 1.9122 -3.5026 2.8583
H 0.4113 -4.2309 2.2222
H 2.1207 -4.8495 1.9207
H 1.7871 -4.2346 5.3126
H 0.1387 -4.5457 4.9858
H 2.0841 -6.8386 5.6444
H -0.8027 -6.4833 6.5934
H 0.0786 -8.0137 6.5046
H -0.4017 -7.0900 5.0660
H 2.0560 -6.5641 7.9119
H 0.9377 -5.5334 7.8233
C -5.3302 -1.8037 5.2371
O -4.4521 -1.6743 4.0982
C -3.2663 -0.9897 4.4873
C -2.3143 -0.8515 3.2149
C -1.8663 -2.2019 2.7241
N -1.0892 -0.1322 3.3397
H -4.9060 -2.3473 6.0813
H -6.1562 -2.4268 4.8942
H -5.7038 -0.9002 5.7192
H -3.6310 -0.0033 4.7735
H -2.6443 -1.3705 5.2974
H -2.9920 -0.4609 2.4557
H -1.5248 -2.8546 3.5275
H -1.1734 -2.1528 1.8841
H -2.7449 -2.6750 2.2855
H -1.3755 0.8273 3.4718
H -0.6280 -0.4132 4.1932
C -2.9984 3.0938 3.4785
O -1.6496 2.6551 3.5020
C -0.7354 3.5405 2.9177
C 0.7704 3.0272 2.9982
C 1.7486 3.9959 2.3502
N 0.9709 1.7593 2.2982
H -3.0689 3.9610 4.1352
H -3.5699 2.2742 3.9142
H -3.3215 3.3244 2.4634
H -1.0666 3.7237 1.8955
H -0.8472 4.4665 3.4817
H 0.9831 2.9284 4.0627
H 2.7057 3.5053 2.1734
H 1.9209 4.8076 3.0570
H 1.2735 4.3095 1.4206
H 0.5811 1.8164 1.3682
H 0.3828 1.0221 2.6598
C -3.4129 -2.0746 -1.7845
O -4.1967 -1.0081 -1.2783
C -4.7224 -1.2932 -0.0051
C -5.4225 -0.0575 0.4646
C -4.6653 1.2217 0.6047
N -6.2058 -0.2739 1.6821
H -2.7645 -2.5838 -1.0715
H -2.7264 -1.6633 -2.5245
H -4.0233 -2.7833 -2.3443
H -5.3954 -2.1482 -0.0703
H -3.8904 -1.4674 0.6772
H -6.2294 0.1109 -0.2487
H -4.0855 1.4418 1.5011
H -5.3589 2.0544 0.4882
H -3.9214 1.4016 -0.1714
H -6.9561 -0.9377 1.5533
H -5.5881 -0.8106 2.2741
C 1.5845 -2.5309 -0.3043
O 0.8705 -1.5655 -0.9995
C 0.2582 -0.6140 -0.1859
C 0.2373 0.7218 -0.9064
C 1.6110 1.3000 -1.3301
N -0.5306 1.7252 -0.1929
H 1.9890 -3.1881 -1.0740
H 0.8228 -3.1016 0.2271
H 2.3089 -2.0810 0.3746
H -0.7448 -1.0296 -0.0892
H 0.7492 -0.5065 0.7813
H -0.3841 0.6601 -1.7998
H 1.5521 2.2716 -1.8206
H 2.0887 0.6178 -2.0333
H 2.2544 1.4455 -0.4624
H -0.5932 2.4969 -0.8415
H -1.4826 1.4276 -0.0342
```

Atomic partial charges in e from the Löwdin method, atoms 1 to 99:
1. C -0.107
2. O -0.175
3. C -0.189
4. C -0.469
5. C -0.054
6. N 0.042
7. H 0.086
8. H 0.085
9. H 0.058
10. H 0.127
11. H 0.093
12. H 0.142
13. H 0.067
14. H 0.079
15. H 0.083
16. H 0.064
17. H 0.066
18. C -0.106
19. O -0.206
20. C -0.163
21. C -0.477
22. C -0.080
23. N 0.043
24. H 0.060
25. H 0.074
26. H 0.080
27. H 0.128
28. H 0.121
29. H 0.130
30. H 0.084
31. H 0.083
32. H 0.070
33. H 0.069
34. H 0.070
35. C -0.080
36. O -0.185
37. C -0.249
38. C -0.397
39. C -0.050
40. N 0.022
41. H 0.079
42. H 0.079
43. H 0.044
44. H 0.096
45. H 0.119
46. H 0.131
47. H 0.074
48. H 0.073
49. H 0.069
50. H 0.061
51. H 0.057
52. C -0.101
53. O -0.203
54. C -0.213
55. C -0.446
56. C -0.058
57. N 0.041
58. H 0.093
59. H 0.089
60. H 0.086
61. H 0.107
62. H 0.132
63. H 0.120
64. H 0.075
65. H 0.063
66. H 0.083
67. H 0.078
68. H 0.074
69. C -0.101
70. O -0.191
71. C -0.178
72. C -0.429
73. C -0.071
74. N 0.028
75. H 0.076
76. H 0.066
77. H 0.087
78. H 0.111
79. H 0.108
80. H 0.136
81. H 0.071
82. H 0.072
83. H 0.072
84. H 0.073
85. H 0.063
86. C -0.096
87. O -0.198
88. C -0.172
89. C -0.423
90. C -0.071
91. N 0.054
92. H 0.081
93. H 0.087
94. H 0.086
95. H 0.108
96. H 0.123
97. H 0.111
98. H 0.077
99. H 0.056

=====

| no. | gap between HOMO and LUMO (eV) |
| --- | --- |
| 1 | 6.56 |
| 2 | 9.05 |